Below is an isolated molecule of C6H6N2 at a distorted geometry, with properties calculated with the ωB97M-V functional and the def2-TZVPD basis.

Results
- Highest occupied orbital energy: -8.44 eV
- Total charge: 0
- 2S+1: 1
- Kohn-Sham gap: 8.9 eV
- Structure (SMILES): C#CN(C#C)/N=C/C

The geometry in XYZ format:
```
14
Properties=species:S:1:pos:R:3:mulliken_charge:R:1
C -0.960 2.656 0.014 -0.389
C -3.044 -1.232 -0.430 -0.419
C -1.041 1.490 0.275 0.086
C -2.174 -0.530 -0.009 0.125
C 1.210 -0.213 -0.068 0.049
C 2.479 -0.977 0.063 -1.027
N 0.323 -0.637 0.709 -0.370
N -1.216 0.204 0.533 -0.184
H -0.920 3.739 0.217 0.353
H -4.008 -1.684 -0.834 0.370
H 1.024 0.511 -0.789 0.448
H 2.456 -1.594 0.957 0.294
H 2.708 -1.505 -0.773 0.323
H 3.164 -0.227 0.136 0.339
```